No. 1
{"formula": "C16H27N2O4", "method": "ωB97M-V with the def2-TZVPD basis set", "symbols": ["O", "C", "C", "C", "C", "C", "N", "C", "C", "C", "O", "C", "O", "C", "C", "O", "H", "H", "H", "H", "H", "H", "H", "H", "H", "H", "H", "H", "H", "H", "H", "H", "H", "H", "H", "H", "H", "H", "N", "C", "C", "C", "C", "C", "H", "H", "H", "H", "H"], "positions_angstrom": [[-5.04515, -0.53202, -1.08399], [-3.68714, -0.87920, -0.93365], [-2.72089, 0.21499, -1.35798], [-1.29219, -0.09330, -0.91573], [-1.04440, 0.24773, 0.59134], [-0.84986, -1.03217, 1.32577], [0.38673, -1.30804, 1.49089], [1.27534, -0.25195, 0.95563], [0.31040, 0.93352, 0.88974], [0.69353, 2.03368, -0.07514], [-0.47375, 2.81057, -0.26794], [-0.39502, 3.68542, -1.35141], [-0.35928, 2.93047, -2.53135], [-0.04637, 3.72370, -3.67187], [-0.13900, 2.84080, -4.90404], [0.68770, 3.40079, -5.91101], [-5.17031, -0.03399, -1.89482], [-3.56091, -1.10028, 0.13258], [-3.45537, -1.80300, -1.48052], [-3.04378, 1.16445, -0.92333], [-2.74044, 0.33804, -2.44319], [-1.08224, -1.15265, -1.10398], [-0.59079, 0.47015, -1.52615], [-1.89590, 0.81936, 0.95237], [-1.61500, -1.71263, 1.68397], [0.78571, -2.12578, 2.00504], [1.61903, -0.56554, -0.03291], [2.13146, -0.13195, 1.61410], [0.24450, 1.34181, 1.90324], [1.04214, 1.62283, -1.02729], [1.50200, 2.65223, 0.32992], [0.50265, 4.31804, -1.28101], [-1.29565, 4.30235, -1.30221], [0.97043, 4.12297, -3.59695], [-0.74172, 4.56697, -3.73724], [0.16953, 1.82919, -4.62727], [-1.17167, 2.79280, -5.26178], [1.07136, 2.70771, -6.44451], [1.95755, -2.86694, 3.17871], [2.31624, -2.52185, 4.41724], [2.90743, -3.40161, 5.30677], [3.13922, -4.70530, 4.89793], [2.77454, -5.07608, 3.61325], [2.18955, -4.12670, 2.79432], [2.12574, -1.49509, 4.70783], [3.17881, -3.06603, 6.29755], [3.59760, -5.41969, 5.56846], [2.93792, -6.08016, 3.24855], [1.89973, -4.38861, 1.78211]], "lowdin_charge": [-0.044, -0.278, -0.175, -0.125, -0.197, 0.042, 0.120, -0.059, -0.217, -0.168, -0.088, -0.243, -0.125, -0.179, -0.229, -0.050, 0.089, 0.113, 0.125, 0.126, 0.125, 0.127, 0.102, 0.159, 0.162, 0.112, 0.145, 0.136, 0.163, 0.128, 0.144, 0.145, 0.149, 0.134, 0.135, 0.122, 0.122, 0.085, 0.005, -0.127, -0.048, -0.045, -0.048, -0.133, 0.112, 0.113, 0.118, 0.113, 0.111], "spin_multiplicity": 1, "lumo_ev": -3.33, "total_charge": 1, "largest_force_ev_per_a": 0.4, "homo_energy_ha": -0.46278, "relative_energy_kj_mol": 32.5, "gap_ev": 9.3}



No. 2
{"formula": "C16H27N4OPdS2", "method": "ωB97M-V with the def2-TZVPD basis set", "symbols": ["Pd", "C", "C", "N", "C", "S", "N", "N", "C", "C", "C", "C", "C", "C", "C", "N", "H", "H", "H", "H", "H", "H", "H", "H", "H", "H", "H", "H", "H", "C", "C", "C", "S", "O", "C", "C", "C", "H", "H", "H", "H", "H", "H", "H", "H", "H", "H", "H", "H", "H", "H"], "positions_angstrom": [[0.13817, 0.44793, -1.04098], [-5.20485, -2.54550, -0.15930], [-4.68707, -1.52119, 0.84451], [-4.05846, -0.36222, 0.21594], [-2.79039, -0.35193, -0.19883], [-2.16426, 1.16609, -0.80353], [-2.12186, -1.46956, -0.18596], [-0.82718, -1.41964, -0.47697], [-0.16684, -2.50544, -0.71122], [-0.84444, -3.83472, -0.78187], [1.29087, -2.37522, -0.73686], [2.12461, -3.46501, -0.52562], [3.48674, -3.25394, -0.37742], [3.97990, -1.96305, -0.45704], [3.09220, -0.92896, -0.71324], [1.78965, -1.13386, -0.85423], [-5.57678, -3.42033, 0.37409], [-4.39580, -2.86224, -0.81557], [-6.01318, -2.13707, -0.76492], [-3.94531, -1.99031, 1.49008], [-5.50561, -1.14812, 1.45752], [-4.56939, 0.50224, 0.16938], [-1.90148, -3.68685, -0.98018], [-0.75250, -4.36989, 0.16671], [-0.41095, -4.44670, -1.57211], [1.71279, -4.46211, -0.46109], [4.14943, -4.08706, -0.18723], [5.03258, -1.75657, -0.32865], [3.42921, 0.09434, -0.81277], [3.57137, 5.10493, 1.74777], [2.81233, 4.44517, 0.59731], [1.64191, 3.63117, 1.12636], [0.98734, 2.51499, -0.17395], [2.20705, 1.94044, -0.82182], [0.27971, 3.74220, -1.35667], [0.85604, 3.50958, -2.74691], [0.30686, 2.26247, -3.44170], [4.38044, 5.71962, 1.35567], [4.00827, 4.35423, 2.40667], [2.91323, 5.74667, 2.33460], [3.47537, 3.77603, 0.04750], [2.46462, 5.20837, -0.10073], [0.80415, 4.23951, 1.47289], [1.95623, 2.96116, 1.92775], [0.49911, 4.74273, -0.98869], [-0.79865, 3.57790, -1.33163], [1.94059, 3.43308, -2.66748], [0.62965, 4.38487, -3.35668], [0.50848, 1.33892, -2.86207], [0.79654, 2.12633, -4.40506], [-0.76630, 2.34621, -3.61215]], "lowdin_charge": [0.595, -0.078, -0.225, -0.008, -0.766, 0.685, 0.001, -0.051, -0.236, -0.006, -0.216, 0.010, -0.026, -0.024, -0.094, 0.041, 0.079, 0.056, 0.077, 0.112, 0.120, 0.125, 0.067, 0.105, 0.095, 0.118, 0.121, 0.117, 0.099, -0.093, -0.294, -0.310, 0.847, -0.554, -0.314, -0.275, -0.103, 0.080, 0.080, 0.080, 0.104, 0.107, 0.106, 0.098, 0.085, 0.055, 0.104, 0.122, 0.016, 0.088, 0.079], "spin_multiplicity": 1, "lumo_ev": -4.82, "total_charge": 1, "largest_force_ev_per_a": 4.4, "homo_energy_ha": -0.40908, "relative_energy_kj_mol": 184.3, "gap_ev": 6.3}



No. 3
{"formula": "C16H28BCl14F10NO4S2Sn", "method": "ωB97M-V with the def2-TZVPD basis set", "symbols": ["Sn", "B", "F", "F", "F", "F", "C", "F", "F", "F", "S", "O", "O", "N", "S", "O", "O", "C", "F", "F", "F", "Cl", "C", "C", "Cl", "H", "H", "H", "H", "Cl", "C", "C", "Cl", "H", "H", "H", "H", "Cl", "C", "C", "Cl", "H", "H", "H", "H", "Cl", "C", "C", "Cl", "H", "H", "H", "H", "Cl", "C", "C", "Cl", "H", "H", "H", "H", "Cl", "C", "C", "Cl", "H", "H", "H", "H", "Cl", "C", "C", "Cl", "H", "H", "H", "H"], "positions_angstrom": [[-2.40154, -3.08266, -3.54468], [0.42644, -5.54285, -6.66509], [0.51607, -6.42864, -5.68784], [0.86021, -6.14887, -7.76024], [-0.85408, -5.06917, -7.04763], [1.22400, -4.45176, -6.37648], [-1.12947, -2.28392, 1.90301], [-1.78090, -3.18213, 1.07896], [-1.96964, -2.02011, 2.86649], [0.01573, -2.78952, 2.39271], [-0.64261, -0.64488, 0.88927], [-1.87735, -0.09163, 0.36767], [0.03688, 0.15196, 1.87445], [0.19072, -1.33941, -0.44187], [1.59483, -0.79992, -0.28943], [1.69826, 0.71941, -0.40939], [2.33281, -1.32884, 0.83326], [2.52479, -1.44030, -1.82927], [2.68490, -2.79920, -1.79249], [1.81867, -1.15798, -2.86062], [3.73418, -0.87437, -1.89184], [2.57292, 1.12283, -9.58870], [3.21211, 0.98706, -7.96384], [4.03100, -0.29789, -7.76933], [5.36796, -0.45741, -8.91850], [2.42498, 1.09803, -7.21804], [3.89393, 1.81201, -7.75727], [3.33262, -1.13457, -7.78772], [4.49132, -0.22670, -6.78386], [-0.21740, -3.30495, 8.40831], [0.89729, -1.96768, 7.91760], [2.28812, -2.38557, 8.31165], [3.42206, -1.00600, 8.66233], [0.57349, -1.07228, 8.44817], [0.83639, -1.75670, 6.84994], [2.81447, -3.09473, 7.67276], [2.07052, -2.86392, 9.26660], [-0.91097, -10.28393, -1.55753], [-0.72296, -9.77241, 0.14742], [-1.09583, -8.28094, 0.37218], [0.14413, -7.27750, -0.24250], [0.28611, -10.05082, 0.45131], [-1.39566, -10.33312, 0.79640], [-1.14669, -8.13968, 1.45179], [-2.04720, -8.02624, -0.09485], [-2.02171, 3.06477, 9.12526], [-3.46071, 2.90813, 8.06257], [-3.38235, 1.76683, 7.14342], [-4.84549, 1.72751, 6.05934], [-3.53706, 3.88251, 7.58003], [-4.35036, 2.93763, 8.69166], [-3.43896, 0.83419, 7.70474], [-2.48122, 1.69529, 6.53436], [5.84395, 5.00483, -0.94887], [4.93550, 6.33125, -1.85368], [3.56800, 6.00278, -2.39553], [3.56384, 5.06072, -3.91626], [5.47584, 6.60295, -2.76049], [4.89953, 7.17310, -1.16224], [2.90321, 6.86501, -2.44749], [3.09637, 5.31508, -1.69357], [-5.09613, 4.95808, 1.65836], [-3.69161, 5.49353, 2.59380], [-2.39867, 5.39823, 1.85939], [-2.20676, 6.52460, 0.48308], [-3.67968, 4.81935, 3.45021], [-3.90653, 6.43001, 3.10851], [-2.23424, 4.34612, 1.62678], [-1.62464, 5.67909, 2.57360], [-1.81508, 1.90723, -4.27903], [-2.57112, 3.49388, -3.95181], [-3.92462, 3.38380, -3.31375], [-4.92020, 2.24944, -4.29738], [-2.72586, 3.99076, -4.90955], [-1.84843, 4.06238, -3.36646], [-4.35270, 4.38530, -3.35678], [-3.89789, 3.02364, -2.28532]], "lowdin_charge": [1.582, -1.486, 0.185, 0.182, 0.059, 0.103, -0.595, 0.066, 0.173, 0.136, 0.661, -0.317, -0.265, -0.275, 0.562, -0.295, -0.252, -0.671, 0.110, 0.162, 0.156, 0.552, -0.699, -0.674, 0.546, 0.070, 0.065, 0.075, 0.066, 0.533, -0.634, -0.658, 0.509, 0.065, 0.074, 0.076, 0.037, 0.532, -0.658, -0.726, 0.591, 0.065, 0.067, 0.070, 0.063, 0.540, -0.694, -0.644, 0.516, 0.063, 0.074, 0.069, 0.075, 0.490, -0.616, -0.664, 0.531, 0.059, 0.068, 0.078, 0.055, 0.540, -0.692, -0.670, 0.526, 0.065, 0.077, 0.079, 0.072, 0.491, -0.659, -0.627, 0.500, 0.072, 0.079, 0.082, 0.075], "spin_multiplicity": 1, "lumo_ev": -7.37, "largest_force_ev_per_a": 8.4, "homo_energy_ha": -0.37264, "relative_energy_kj_mol": 773.1, "gap_ev": 2.8}



No. 4
{"formula": "C16H28BEuN2OPS", "method": "ωB97M-V with the def2-TZVPD basis set", "symbols": ["Eu", "H", "H", "P", "C", "H", "H", "H", "C", "H", "H", "H", "C", "H", "H", "H", "C", "O", "H", "H", "H", "H", "B", "N", "H", "H", "N", "S", "C", "C", "C", "C", "C", "C", "C", "C", "C", "C", "C", "C", "H", "H", "H", "H", "H", "H", "H", "H", "H", "H", "H"], "positions_angstrom": [[-0.05375, 0.16426, 1.16321], [-2.13876, 1.63217, 5.54887], [-0.04272, 2.30700, -0.29465], [-3.31171, 1.60447, 0.00012], [-3.92316, 0.51969, 1.31644], [-4.89396, 0.91291, 1.66229], [-4.05634, -0.48943, 0.89634], [-3.21371, 0.47859, 2.16367], [-2.85591, 3.15951, 0.80796], [-2.38639, 3.85235, 0.09412], [-3.77850, 3.64183, 1.17120], [-2.18408, 3.02116, 1.67247], [-4.63821, 1.98490, -1.16042], [-4.99536, 1.04535, -1.60708], [-5.46078, 2.49079, -0.63112], [-4.23694, 2.64161, -1.94912], [-1.97457, 0.86953, -0.93559], [-0.70578, 1.19223, -0.92654], [1.46775, 3.22253, -0.30701], [0.00918, 4.01130, -0.15815], [-0.10683, 3.79204, 2.27434], [1.32286, 2.19122, 2.02591], [0.61453, 3.08048, 1.64252], [0.55290, 3.19475, 0.15605], [-1.95776, 2.36618, 5.48086], [-2.25523, 0.08466, -1.65683], [1.92618, 0.48171, -0.03960], [2.89253, -0.77593, 0.12134], [1.72124, -2.04268, 0.74424], [2.09590, -2.70743, 1.92510], [1.22981, -3.64490, 2.49168], [-0.02376, -3.87257, 1.91334], [-0.42682, -3.18115, 0.77171], [0.47524, -2.29410, 0.15355], [3.24668, -1.31782, -1.54424], [2.28234, -1.46416, -2.53098], [2.67540, -1.88830, -3.80568], [4.02209, -2.11105, -4.09346], [4.99524, -1.90972, -3.10779], [4.60727, -1.51202, -1.82746], [1.91268, 0.95397, -0.95460], [3.06750, -2.48840, 2.36531], [1.53976, -4.21248, 3.37602], [-0.68561, -4.63458, 2.34574], [-1.40149, -3.36571, 0.32032], [0.18246, -1.77367, -0.75574], [1.24024, -1.27051, -2.31291], [1.91986, -2.06788, -4.56784], [4.32831, -2.42746, -5.09343], [6.05054, -2.07951, -3.31807], [5.32966, -1.36572, -1.02643]], "lowdin_charge": [1.458, 0.001, 0.038, 0.737, -0.236, 0.052, 0.049, 0.034, -0.198, 0.061, 0.066, 0.016, -0.209, 0.061, 0.054, 0.066, -0.563, -0.498, 0.116, 0.122, -0.010, -0.055, -0.383, 0.028, 0.009, 0.036, -0.486, 1.062, -0.439, -0.078, -0.050, -0.056, -0.067, -0.195, -0.395, -0.069, -0.050, -0.053, -0.055, -0.081, 0.040, 0.115, 0.123, 0.123, 0.119, 0.086, 0.096, 0.116, 0.118, 0.116, 0.108], "spin_multiplicity": 9, "lumo_ev": [-3.17, -3.14], "total_charge": 1, "largest_force_ev_per_a": 4.5, "homo_energy_ha": [-0.28787, -0.29374], "gap_ev": [4.7, 4.8]}